Entry 1:
Entry from the Open Molecules 2025 dataset: a cluster of 2 separate species, C2H9N4S in total (the ωB97M-V functional and the def2-TZVPD basis).

The geometry in XYZ format:
```
16
Properties=species:S:1:pos:R:3:forces:R:3:nbo_charge:R:1
C 0.819 0.585 -1.079 0.439 -0.307 0.133 0.375
C -1.817 -1.336 0.841 -0.196 -0.548 0.095 -0.005
N 0.070 0.230 -2.104 0.121 -0.055 0.013 -0.733
N 1.532 -0.253 -0.364 -0.006 0.077 -0.160 -0.730
N 1.789 2.196 0.738 -0.110 0.290 -0.005 -0.983
N -1.271 -0.223 0.657 0.246 0.753 -0.092 -0.663
S 0.954 2.288 -0.736 -0.059 0.253 0.231 0.524
H -1.493 -2.167 0.221 -0.017 -0.178 -0.059 0.150
H -2.587 -1.572 1.574 -0.081 0.165 0.096 0.174
H -0.488 0.920 -2.580 -0.060 -0.083 -0.016 0.431
H -0.085 -0.744 -2.326 0.011 0.172 -0.034 0.425
H 1.422 -1.251 -0.434 -0.025 -0.004 -0.011 0.421
H 2.038 0.144 0.424 -0.092 -0.081 -0.082 0.450
H 2.627 2.767 0.725 0.036 -0.122 -0.148 0.410
H 1.201 2.504 1.508 0.009 -0.116 -0.096 0.405
H -1.619 0.517 1.266 -0.214 -0.217 0.133 0.349
```
Positions in Å, forces in eV/Å.

- multiplicity = 1
- DFT total energy (Ha) = -698.5712
- charge = +1
- maximum force (eV Å⁻¹) = 0.798
- Kohn-Sham gap (Ha) = 0.3941
- highest occupied orbital energy (eV) = -13.79
- lowest unoccupied orbital energy (eV) = -3.07



Entry 2:
Entry from the Open Molecules 2025 dataset: a structure of composition C31H44I2N6O7PTa (the ωB97M-V functional and the def2-TZVPD basis).

The geometry in XYZ format:
```
92
Properties=species:S:1:pos:R:3:forces:R:3:lowdin_charge:R:1
C 2.424 2.392 3.988 0.319 0.028 -0.603 -0.009
C 1.491 2.781 2.758 -2.978 -2.936 -1.214 -0.416
O 0.537 2.005 2.473 3.226 3.080 1.435 -0.008
O 1.645 3.918 1.921 0.794 -1.454 1.516 -0.105
C 2.764 3.785 0.992 0.575 0.474 -1.968 -0.184
C 2.870 2.359 0.250 1.133 0.608 0.001 -0.266
C 4.139 1.591 0.863 0.023 0.017 0.107 -0.372
Ta 4.841 -0.264 -0.303 2.347 1.661 0.580 1.192
I 5.705 -2.715 -1.621 -0.171 0.471 0.521 -0.087
C 6.972 0.028 0.552 0.658 0.025 -0.295 -0.375
O 7.059 0.982 1.669 -1.067 -1.799 0.675 -0.331
O 7.753 2.100 1.255 0.970 2.330 -0.357 -0.104
C 5.330 0.921 -2.225 -0.096 3.576 -3.917 -0.747
O 5.702 0.310 -3.311 -0.962 0.622 2.389 -0.284
O 5.253 2.300 -2.276 -0.201 -4.701 1.354 -0.267
P 2.427 -0.851 -1.131 -0.581 0.194 -1.404 0.173
O 1.772 0.429 -2.087 1.022 -0.488 0.684 -0.532
I 1.127 -1.142 0.983 0.143 0.184 -0.033 0.367
H 1.825 2.418 4.961 0.783 0.301 -1.443 0.089
H 2.749 1.294 3.857 -0.617 1.777 -0.050 0.094
H 3.357 3.044 4.014 -1.285 -0.762 0.198 0.083
H 2.576 4.565 0.161 -0.015 -1.010 1.519 0.128
H 3.767 4.106 1.469 -1.555 -0.795 -0.414 0.116
H 1.902 1.763 0.241 1.201 0.912 0.387 0.053
H 3.106 2.597 -0.855 -0.153 -0.342 1.747 0.088
H 4.000 1.275 1.965 -0.005 0.463 -1.603 0.037
H 5.004 2.359 0.871 -1.124 -1.297 -0.187 0.050
H 4.463 -1.308 1.196 -0.406 -0.213 -0.402 -0.145
H 7.720 0.414 -0.241 -1.210 -0.763 0.986 0.077
H 7.362 -0.973 0.952 -0.317 1.295 -0.486 0.034
H 7.255 2.877 1.616 0.155 -1.204 -0.442 0.102
H 2.509 1.035 -2.335 -0.600 -0.306 0.413 0.001
N 3.517 0.295 -5.319 -0.364 0.008 -0.355 0.046
C 2.952 -0.875 -5.740 0.115 0.233 0.105 -0.146
C 2.130 -0.592 -6.807 0.023 -0.258 -0.026 -0.151
C 2.210 0.802 -7.039 -0.012 0.249 -0.122 -0.142
C 3.076 1.321 -6.106 0.070 -0.189 0.188 -0.139
H 4.165 0.387 -4.543 0.537 -0.039 0.208 0.090
H 3.180 -1.807 -5.245 0.001 0.101 0.014 0.109
H 1.540 -1.310 -7.358 0.021 0.058 0.033 0.073
H 1.692 1.364 -7.804 0.029 -0.032 0.058 0.073
H 3.415 2.332 -5.935 -0.029 -0.101 0.022 0.105
N 2.710 6.192 4.184 0.063 0.143 0.125 0.015
C 2.759 6.145 5.551 -0.055 -0.022 -0.042 -0.151
C 4.029 6.494 5.942 -0.184 -0.032 0.164 -0.127
C 4.772 6.766 4.767 0.056 0.058 -0.219 -0.121
C 3.930 6.574 3.698 -0.056 -0.037 -0.059 -0.141
H 1.900 5.978 3.622 0.194 -0.132 -0.024 0.138
H 1.889 5.868 6.126 0.101 -0.001 -0.035 0.103
H 4.384 6.548 6.961 -0.038 -0.024 -0.085 0.083
H 5.807 7.069 4.709 -0.091 -0.046 -0.015 0.086
H 4.096 6.674 2.636 0.009 -0.048 0.101 0.108
N -1.656 -0.817 2.868 -0.447 0.079 0.309 -0.003
C -2.559 0.204 2.970 0.150 -0.134 -0.091 -0.134
C -3.552 -0.191 3.837 -0.046 0.203 -0.107 -0.136
C -3.230 -1.499 4.276 -0.032 -0.275 0.114 -0.145
C -2.053 -1.857 3.663 0.070 0.043 -0.191 -0.161
H -0.820 -0.806 2.291 -0.241 0.170 0.106 -0.105
H -2.419 1.121 2.419 0.046 -0.084 0.066 0.109
H -4.412 0.397 4.122 0.074 -0.032 -0.019 0.079
H -3.796 -2.110 4.964 0.051 0.034 -0.050 0.082
H -1.466 -2.762 3.723 -0.033 0.084 0.019 0.104
N -0.897 -3.759 -4.955 -0.044 -0.012 -0.030 -0.013
C -1.917 -3.680 -4.045 -0.146 -0.080 0.082 -0.168
C -1.663 -2.612 -3.217 -0.159 -0.187 -0.104 -0.112
C -0.447 -2.023 -3.649 0.193 0.103 -0.134 -0.089
C 0.000 -2.749 -4.723 0.033 0.018 0.048 -0.123
H -0.819 -4.451 -5.682 0.001 0.143 0.147 0.135
H -2.732 -4.388 -4.063 0.059 0.062 0.031 0.091
H -2.283 -2.291 -2.394 0.066 -0.028 -0.058 0.086
H 0.044 -1.162 -3.219 0.028 -0.083 -0.054 0.072
H 0.878 -2.636 -5.341 -0.085 0.059 0.119 0.081
N -4.635 -3.838 1.560 -0.342 -0.114 0.017 0.030
C -5.830 -3.195 1.737 0.189 0.119 -0.058 -0.127
C -6.833 -4.128 1.624 -0.035 0.230 -0.025 -0.146
C -6.220 -5.380 1.375 0.131 -0.290 -0.065 -0.126
C -4.864 -5.170 1.344 0.098 0.078 -0.028 -0.136
H -3.728 -3.398 1.586 -0.125 0.030 0.098 0.144
H -5.864 -2.133 1.927 0.026 -0.100 -0.004 0.110
H -7.892 -3.930 1.712 0.080 0.000 0.168 0.077
H -6.716 -6.330 1.234 0.061 0.069 0.019 0.085
H -4.042 -5.852 1.186 -0.096 0.054 -0.005 0.107
N -9.223 -3.454 -0.960 -0.112 0.035 -0.100 0.016
C -9.025 -3.708 -2.290 0.003 -0.063 0.044 -0.136
C -10.068 -3.150 -2.988 0.182 -0.131 -0.088 -0.123
C -10.924 -2.531 -2.045 -0.115 0.081 0.208 -0.128
C -10.376 -2.732 -0.802 0.013 -0.058 0.041 -0.147
H -8.614 -3.751 -0.212 0.044 0.100 -0.193 0.103
H -8.162 -4.264 -2.623 -0.076 0.074 0.019 0.108
H -10.198 -3.182 -4.060 0.036 0.011 0.094 0.086
H -11.839 -1.996 -2.252 0.087 -0.032 0.030 0.084
H -10.706 -2.427 0.179 0.015 -0.009 -0.103 0.102
```
Positions in Å, forces in eV/Å.

- multiplicity = 1
- DFT total energy (Ha) = -3056.4062
- charge = -2
- maximum force (eV Å⁻¹) = 5.305
- Kohn-Sham gap (Ha) = 0.1986
- highest occupied orbital energy (eV) = -2.04
- lowest unoccupied orbital energy (eV) = 3.36



Entry 3:
Entry from the Open Molecules 2025 dataset: a cluster of 2 separate species, H4NS in total (the ωB97M-V functional and the def2-TZVPD basis).

The geometry in XYZ format:
```
6
Properties=species:S:1:pos:R:3:forces:R:3:nbo_charge:R:1
N 2.269 1.323 0.163 -0.291 -1.002 -0.390 -1.079
H 2.729 0.754 -0.551 0.259 0.334 -0.113 0.335
H 2.377 0.698 0.963 -0.106 0.292 0.195 0.347
H 1.290 1.131 -0.099 0.014 0.322 0.336 0.393
S -1.195 -0.643 -0.167 0.097 0.028 -0.063 -1.082
H -2.029 -1.104 0.778 0.027 0.026 0.035 0.086
```
Positions in Å, forces in eV/Å.

- multiplicity = 1
- DFT total energy (Ha) = -455.3706
- charge = -1
- maximum force (eV Å⁻¹) = 1.114
- Kohn-Sham gap (Ha) = 0.2632
- highest occupied orbital energy (eV) = -2.54
- lowest unoccupied orbital energy (eV) = 4.62